1.
Here is a molecular structure, C20H26N2O2SiTi in a non-equilibrium geometry from the OMol25 dataset. Energies are from ωB97M-V/def2-TZVPD.

XYZ file:
```
52
C20H26N2O2SiTi | the OMol25 dataset | ωB97M-V/def2-TZVPD
C 0.68 1.49 1.18
C 1.09 1.79 -0.16
C -0.08 2.01 -0.95
H 2.12 1.93 -0.48
C -1.23 1.82 -0.11
C -0.76 1.50 1.22
H -1.36 1.47 2.12
H 1.33 1.41 2.05
H -0.10 2.34 -1.98
H -2.27 2.00 -0.38
Ti -0.13 -0.13 -0.19
C -0.30 -0.76 -2.21
H -1.18 -0.34 -2.73
H -0.32 -1.86 -2.20
H 0.64 -0.37 -2.64
Si -0.38 -1.69 -5.45
C 1.28 -1.62 -6.24
C 2.01 -0.42 -6.11
H 1.57 0.45 -5.61
C 3.31 -0.33 -6.62
H 3.87 0.61 -6.51
C 3.88 -1.43 -7.28
H 4.89 -1.35 -7.68
C 3.15 -2.61 -7.43
H 3.60 -3.47 -7.94
C 1.85 -2.71 -6.91
H 1.27 -3.63 -7.04
C -1.48 -0.39 -6.16
C -1.27 0.15 -7.45
H -0.51 -0.28 -8.10
C -2.03 1.23 -7.90
H -1.83 1.67 -8.87
C -3.05 1.76 -7.09
H -3.63 2.61 -7.43
C -3.32 1.17 -5.85
H -4.12 1.56 -5.22
C -2.57 0.08 -5.40
H -2.82 -0.42 -4.46
H 0.00 -1.56 -4.06
H -1.02 -3.03 -5.28
C 1.64 -2.31 3.45
O 0.21 -2.48 3.07
C -0.16 -1.86 1.99
O 0.66 -1.32 1.17
N -1.48 -1.73 1.78
N -1.87 -1.11 0.54
H 1.85 -1.25 3.65
H 2.30 -2.72 2.67
H 1.71 -2.89 4.37
H -2.15 -2.27 2.32
H -2.22 -1.81 -0.11
H -2.66 -0.48 0.71
```

HOMO-LUMO gap (spin up / spin down) in eV: 7.5 / 7.5
Expectation value of S²: 0.7545
LUMO (spin up / spin down) in eV: -3.01 / -3.01
Charge: +1
2S+1: 2

Results of the Löwdin charge analysis, in e, for atoms 1 through 8: C -0.15; C -0.13; C -0.15; H 0.13; C -0.17; C -0.18; H 0.12; H 0.12


2.
Here is 10 unconnected molecules or ions with the total composition C25H62BBr2I2N18O12 in a non-equilibrium geometry from the OMol25 dataset. Energies are from ωB97M-V/def2-TZVPD.

XYZ file:
```
122
C25H62BBr2I2N18O12 | the OMol25 dataset | ωB97M-V/def2-TZVPD
C 0.28 -0.77 1.68
C -0.80 0.07 1.01
C -1.08 -0.30 -0.46
C -0.24 0.62 -1.38
C 1.22 0.13 -1.30
C -0.74 0.78 -2.80
C -2.13 1.46 -2.91
O -2.49 2.18 -1.75
C -1.85 3.44 -1.64
C -2.30 4.51 -2.61
O 0.08 1.78 -3.36
B 0.95 1.37 -4.49
C 2.46 1.84 -3.95
Br 2.39 3.29 -2.65
C 3.61 1.37 -4.29
C 4.94 1.78 -3.77
Br 3.72 -0.03 -5.61
O 0.75 -0.08 -4.48
C -0.50 -0.38 -3.89
C -0.32 -1.82 -3.39
I 1.65 -2.66 -3.53
C -1.21 -2.62 -2.89
C -0.94 -4.01 -2.39
I -3.24 -2.03 -2.77
H 0.51 -1.68 1.13
H 1.21 -0.19 1.68
H 0.08 -1.00 2.72
H -0.51 1.12 1.07
H -1.74 -0.07 1.54
H -0.78 -1.34 -0.60
H -2.13 -0.13 -0.66
H -0.27 1.58 -0.88
H 1.85 0.85 -0.79
H 1.68 -0.05 -2.27
H 1.32 -0.79 -0.73
H -2.07 2.08 -3.80
H -2.94 0.75 -3.10
H -0.77 3.37 -1.65
H -2.10 3.80 -0.64
H -1.86 5.47 -2.34
H -1.87 4.28 -3.58
H -3.38 4.55 -2.76
H 0.56 1.98 -5.47
H 5.63 1.95 -4.60
H 5.35 1.04 -3.09
H 4.88 2.72 -3.22
H -1.33 -0.26 -4.60
H -0.69 -4.64 -3.23
H -1.85 -4.41 -1.97
H -0.17 -4.00 -1.64
C 0.32 7.35 -1.48
O -0.47 6.77 -2.22
N 1.49 6.78 -1.07
N 0.09 8.62 -1.01
H 2.16 7.23 -0.47
H 1.68 5.85 -1.40
H -0.76 9.06 -1.29
H 0.73 9.10 -0.41
C -4.18 -6.21 -0.97
O -3.06 -5.86 -0.62
N -5.15 -5.34 -1.37
N -4.56 -7.52 -0.99
H -6.06 -5.64 -1.65
H -4.93 -4.35 -1.38
H -3.89 -8.20 -0.70
H -5.48 -7.82 -1.29
C -7.23 -8.23 -3.77
O -7.20 -8.35 -2.55
N -6.88 -7.08 -4.41
N -7.61 -9.26 -4.58
H -6.89 -6.97 -5.40
H -6.58 -6.31 -3.84
H -7.88 -10.12 -4.15
H -7.65 -9.19 -5.58
C 1.86 -1.91 5.16
O 1.45 -0.80 5.49
N 1.03 -2.98 4.99
N 3.17 -2.15 4.91
H 1.34 -3.89 4.72
H 0.04 -2.82 5.13
H 3.79 -1.38 5.01
H 3.55 -3.04 4.63
C -3.49 -3.29 2.16
O -4.10 -2.85 1.21
N -3.48 -2.63 3.36
N -2.74 -4.43 2.10
H -2.98 -2.94 4.17
H -4.02 -1.79 3.43
H -2.72 -4.92 1.21
H -2.22 -4.80 2.87
C 3.96 6.09 1.99
O 3.57 7.14 1.49
N 3.83 4.89 1.37
N 4.56 6.04 3.22
H 4.14 4.02 1.76
H 3.39 4.89 0.47
H 4.68 6.90 3.71
H 4.89 5.18 3.64
C -3.54 0.94 4.53
O -3.70 -0.26 4.77
N -4.55 1.70 4.02
N -2.37 1.60 4.74
H -4.46 2.67 3.80
H -5.43 1.24 3.84
H -1.58 1.08 5.10
H -2.25 2.57 4.54
C 5.28 -0.86 2.11
O 5.08 -1.59 3.08
N 4.32 -0.01 1.63
N 6.46 -0.85 1.43
H 4.46 0.58 0.83
H 3.44 0.00 2.11
H 7.18 -1.47 1.75
H 6.63 -0.28 0.63
C 5.74 3.19 3.83
O 4.92 3.90 3.26
N 5.82 1.85 3.64
N 6.64 3.71 4.72
H 6.48 1.25 4.10
H 5.16 1.44 2.99
H 6.61 4.70 4.89
H 7.32 3.15 5.21
```

HOMO-LUMO gap in eV: 6.3
LUMO in eV: 1.50
Charge: -1
2S+1: 1

Results of the Löwdin charge analysis, in e, for atoms 1 through 8: C -0.10; C -0.21; C -0.18; C -0.25; C -0.06; C -0.33; C -0.16; O -0.13


3.
Here is C21H28N4O2S in the gas phase in a non-equilibrium geometry from the OMol25 dataset. Energies are from ωB97M-V/def2-TZVPD.

XYZ file:
```
56
C21H28N4O2S | the OMol25 dataset | ωB97M-V/def2-TZVPD
C 5.85 -0.19 -1.31
H 4.99 0.07 -1.93
H 6.57 0.63 -1.31
H 6.32 -1.09 -1.71
O 5.47 -0.38 0.04
C 4.51 -1.36 0.23
C 4.91 -2.52 0.87
C 4.02 -3.56 1.08
C 2.72 -3.44 0.61
C 2.31 -2.28 -0.02
C 3.18 -1.20 -0.21
N 2.80 -0.03 -0.86
C 1.55 0.04 -1.58
C 0.37 0.44 -0.68
N 0.67 1.73 -0.08
C -0.43 2.38 0.60
C -1.39 3.01 -0.43
C -2.80 3.11 0.15
H -3.46 3.64 -0.54
H -2.78 3.67 1.08
C -3.36 1.70 0.37
N -2.35 0.83 0.94
C -2.38 -0.52 0.93
O -1.46 -1.19 1.38
C -3.56 -1.21 0.35
C -3.52 -2.55 0.11
S -5.01 -3.12 -0.49
C -5.62 -1.47 -0.37
N -4.76 -0.63 0.07
C -7.01 -1.13 -0.76
H -7.17 -0.06 -0.62
H -7.18 -1.39 -1.81
H -7.72 -1.69 -0.16
H -2.69 -3.21 0.27
C -1.24 1.50 1.58
H -1.62 2.12 2.40
H -0.59 0.73 2.01
H -4.24 1.74 1.02
H -3.68 1.28 -0.59
H -1.03 4.00 -0.72
H -1.42 2.40 -1.33
H 0.01 3.19 1.19
C 1.88 1.61 0.72
C 3.05 1.24 -0.19
H 3.97 1.18 0.39
H 3.16 2.01 -0.96
H 2.09 2.57 1.20
H 1.78 0.84 1.51
H -0.53 0.52 -1.29
H 0.21 -0.33 0.08
H 1.35 -0.92 -2.07
H 1.67 0.81 -2.36
H 1.29 -2.21 -0.34
H 2.02 -4.25 0.75
H 4.34 -4.46 1.59
H 5.93 -2.59 1.20
```

HOMO-LUMO gap in eV: 8.0
LUMO in eV: 0.59
ΔE to the lowest compared entry with this formula, charge and spin in kcal/mol: 47.3
SMILES: COc1ccccc1N1CCN([C@H]2CCCN(C(=O)c3csc(C)n3)C2)CC1
2S+1: 1

Results of the Löwdin charge analysis, in e, for atoms 1 through 8: C -0.08; H 0.08; H 0.09; H 0.10; O -0.13; C -0.22; C -0.01; C -0.10


Q: Look up the 2S+1 of the third one.
A: 1


Q: Which formula does entry 3 have?
A: C21H28N4O2S


Copy entry 3 word for word.
Here is C21H28N4O2S in the gas phase in a non-equilibrium geometry from the OMol25 dataset. Energies are from ωB97M-V/def2-TZVPD.

XYZ file:
```
56
C21H28N4O2S | the OMol25 dataset | ωB97M-V/def2-TZVPD
C 5.85 -0.19 -1.31
H 4.99 0.07 -1.93
H 6.57 0.63 -1.31
H 6.32 -1.09 -1.71
O 5.47 -0.38 0.04
C 4.51 -1.36 0.23
C 4.91 -2.52 0.87
C 4.02 -3.56 1.08
C 2.72 -3.44 0.61
C 2.31 -2.28 -0.02
C 3.18 -1.20 -0.21
N 2.80 -0.03 -0.86
C 1.55 0.04 -1.58
C 0.37 0.44 -0.68
N 0.67 1.73 -0.08
C -0.43 2.38 0.60
C -1.39 3.01 -0.43
C -2.80 3.11 0.15
H -3.46 3.64 -0.54
H -2.78 3.67 1.08
C -3.36 1.70 0.37
N -2.35 0.83 0.94
C -2.38 -0.52 0.93
O -1.46 -1.19 1.38
C -3.56 -1.21 0.35
C -3.52 -2.55 0.11
S -5.01 -3.12 -0.49
C -5.62 -1.47 -0.37
N -4.76 -0.63 0.07
C -7.01 -1.13 -0.76
H -7.17 -0.06 -0.62
H -7.18 -1.39 -1.81
H -7.72 -1.69 -0.16
H -2.69 -3.21 0.27
C -1.24 1.50 1.58
H -1.62 2.12 2.40
H -0.59 0.73 2.01
H -4.24 1.74 1.02
H -3.68 1.28 -0.59
H -1.03 4.00 -0.72
H -1.42 2.40 -1.33
H 0.01 3.19 1.19
C 1.88 1.61 0.72
C 3.05 1.24 -0.19
H 3.97 1.18 0.39
H 3.16 2.01 -0.96
H 2.09 2.57 1.20
H 1.78 0.84 1.51
H -0.53 0.52 -1.29
H 0.21 -0.33 0.08
H 1.35 -0.92 -2.07
H 1.67 0.81 -2.36
H 1.29 -2.21 -0.34
H 2.02 -4.25 0.75
H 4.34 -4.46 1.59
H 5.93 -2.59 1.20
```

HOMO-LUMO gap in eV: 8.0
LUMO in eV: 0.59
ΔE to the lowest compared entry with this formula, charge and spin in kcal/mol: 47.3
SMILES: COc1ccccc1N1CCN([C@H]2CCCN(C(=O)c3csc(C)n3)C2)CC1
2S+1: 1

Results of the Löwdin charge analysis, in e, for atoms 1 through 8: C -0.08; H 0.08; H 0.09; H 0.10; O -0.13; C -0.22; C -0.01; C -0.10